Record 1
Below is 2 unconnected molecules or ions with the total composition C20H25F5N2O2PS in a non-equilibrium geometry, with properties calculated with the ωB97M-V functional and the def2-TZVPD basis.

Results
net charge = +1

```
56
Properties=species:S:1:pos:R:3:forces:R:3
C -1.01078 -0.09866 2.14007 0.361 -0.080 -0.516
C -1.89655 0.34741 1.03373 0.667 -0.155 0.398
O -3.01112 0.73335 1.17230 -1.121 0.213 -0.117
N -1.31872 0.26140 -0.29870 -0.096 -0.258 -0.359
C -0.45432 1.40881 -0.61340 0.078 0.209 -0.187
C -2.28482 -0.03457 -1.27065 0.160 0.159 0.157
N -3.03210 0.98798 -1.72662 -0.279 -0.038 -0.457
C -3.96363 0.86256 -2.67984 -0.397 -0.316 -0.400
C -4.19787 -0.36368 -3.24807 0.254 0.321 0.524
C -3.46444 -1.45595 -2.79060 0.624 -0.583 -0.596
P -3.88823 -3.06719 -3.57318 -1.170 -1.274 1.096
S -5.07516 -4.06917 -2.41064 0.071 0.342 -0.243
C -2.49250 -1.31485 -1.79732 -0.310 0.577 0.008
C -1.58818 -2.41881 -1.26836 0.889 0.548 0.637
F -1.96356 -3.63751 -1.68166 -0.278 -0.261 -0.367
F -1.73527 -2.42602 0.08796 -0.122 -0.091 0.140
C -0.12896 -2.18557 -1.62995 -0.215 0.044 -0.075
C 0.18639 -2.00994 -2.97342 0.197 0.005 0.105
C 1.50608 -1.82007 -3.35757 -0.207 -0.019 0.404
C 2.49142 -1.78161 -2.37758 0.080 -0.084 -0.150
C 2.17012 -1.94642 -1.03931 -0.130 -0.074 -0.385
C 3.24101 -1.89638 0.01146 -0.242 -0.055 -0.166
F 3.00703 -0.86474 0.84115 0.034 0.162 0.174
F 3.25039 -3.00681 0.75044 -0.016 -0.196 0.216
F 4.45748 -1.73790 -0.50124 0.222 0.078 -0.090
C 0.85317 -2.15371 -0.65380 -0.095 -0.008 -0.236
H 0.03060 0.02625 1.85832 0.110 0.126 0.150
H -1.25826 0.40138 3.06505 -0.013 0.050 0.142
H -1.16837 -1.17194 2.22423 -0.096 -0.153 0.190
H -0.09209 1.32817 -1.63379 0.125 -0.201 -0.084
H 0.40091 1.43044 0.05331 0.042 -0.076 0.138
H -0.96442 2.37272 -0.52609 -0.062 0.064 0.160
H -2.89494 1.91383 -1.34129 0.127 -0.078 0.305
H -4.51550 1.73674 -2.98153 0.080 0.243 0.099
H -4.93789 -0.46309 -4.02350 -0.113 -0.009 -0.088
H -4.49817 -2.68571 -4.77985 0.477 0.251 -0.133
H -2.71705 -3.78089 -3.86653 0.151 0.571 -0.425
H -0.60511 -2.02394 -3.71078 0.003 -0.037 -0.146
H 1.76647 -1.70429 -4.39654 0.032 0.028 -0.115
H 3.52282 -1.64346 -2.66100 0.087 0.051 -0.020
H 0.58287 -2.28444 0.38070 0.056 -0.032 0.162
C 2.85993 4.28114 4.37583 0.083 -0.053 -0.126
C 1.62168 3.53296 3.91577 0.023 0.062 0.192
O 1.70507 3.03929 2.58703 -0.212 -0.045 -0.215
C 2.75324 2.12201 2.32655 0.118 -0.050 0.041
C 2.68944 0.85389 3.15883 -0.115 0.127 0.217
H 3.07128 5.11634 3.70712 -0.021 0.021 0.020
H 2.70960 4.66923 5.38299 -0.027 0.011 -0.004
H 3.74273 3.64096 4.39603 -0.019 -0.019 0.074
H 0.76772 4.21026 3.92015 -0.024 -0.023 -0.090
H 1.38053 2.72077 4.61044 0.055 -0.023 -0.001
H 3.72786 2.60845 2.43588 -0.003 -0.013 0.046
H 2.65400 1.86397 1.27007 -0.009 0.053 -0.027
H 2.78981 1.04995 4.22657 0.050 0.058 -0.015
H 3.48629 0.17467 2.87314 0.059 -0.023 -0.003
H 1.73207 0.35242 3.00768 0.075 -0.046 0.041
```
Forces are in eV/Å.

***

Record 2
Below is 3 unconnected molecules or ions with the total composition C20H25F6N5O8 in a non-equilibrium geometry, with properties calculated with the ωB97M-V functional and the def2-TZVPD basis.

Results
SMILES = N#CO[C@](C#N)(CCC(=O)O)[C@](C#N)(CN)CCC(N)=O.CCOC(=O)C(F)(F)F.CCOC(=O)C(F)(F)F
relative energy (zero: lowest compared OMol25 entry of this formula, charge and spin) = 0.000 eV

```
64
Properties=species:S:1:pos:R:3:forces:R:3
N -1.53510 -0.36324 3.72394 1.170 0.439 0.115
C -0.65350 0.34122 3.44619 -2.173 -0.702 -0.213
O 0.12670 1.25074 2.98848 1.066 0.240 0.026
C 1.20145 0.81468 2.06387 0.320 -0.029 0.848
C 1.39961 -0.62935 2.28800 -0.272 -1.531 -1.093
N 1.48819 -1.77835 2.17304 0.124 1.247 0.626
C 2.46040 1.53695 2.55186 0.424 -0.135 0.506
C 3.72520 0.67701 2.62865 0.023 0.861 -0.154
C 5.01584 1.47439 2.77812 0.492 -0.855 0.117
O 6.05630 0.89507 2.88287 -0.119 0.365 -0.256
O 4.95844 2.83063 2.75233 0.198 -0.026 0.189
C 0.73455 1.10767 0.59077 -0.696 -0.161 -0.087
C -0.48953 1.90931 0.69388 -1.069 0.884 0.411
N -1.45267 2.54175 0.77185 0.868 -0.584 -0.189
C 0.22774 -0.17417 -0.14456 0.460 0.369 -0.542
N 1.21730 -1.06115 -0.70003 -0.146 -0.120 0.061
C 1.67694 1.98962 -0.24360 0.389 -0.180 0.832
C 3.07469 1.46038 -0.55998 -0.755 0.198 -0.816
C 3.34489 1.20100 -2.02727 0.140 -0.423 -0.357
N 2.30449 1.46516 -2.98416 0.056 0.250 0.259
O 4.42180 0.79496 -2.36365 0.340 0.116 -0.047
H 2.67463 2.45318 2.02624 -0.238 0.124 -0.428
H 2.25350 1.82359 3.57329 -0.297 0.203 0.311
H 3.86540 0.05390 1.75765 0.125 -0.198 -0.160
H 3.69588 0.02270 3.48182 -0.089 -0.415 0.309
H 4.23749 3.12211 3.31775 -0.276 0.287 -0.107
H -0.35132 0.20944 -0.97181 -0.255 0.032 -0.322
H -0.48285 -0.69248 0.48069 -0.112 -0.271 0.440
H 1.48340 -0.79937 -1.63022 0.156 0.017 -0.173
H 2.02966 -1.20553 -0.12653 0.082 -0.221 0.068
H 1.13580 2.27434 -1.12783 -0.052 -0.092 -0.541
H 1.79757 2.90844 0.31050 -0.090 0.389 0.115
H 3.33958 0.54457 -0.06155 0.074 -0.216 0.245
H 3.81259 2.20164 -0.29498 0.376 0.215 0.252
H 1.92290 0.57658 -3.28276 -0.313 -0.144 0.008
H 2.75856 1.82543 -3.81263 0.169 0.024 -0.222
C 2.26144 -4.96065 0.65492 0.076 -0.273 -0.115
C 0.92660 -4.60258 0.03780 0.227 0.380 0.469
O 0.74111 -5.29201 -1.21568 -0.109 0.070 -0.168
C 0.31585 -6.54152 -1.13474 0.119 0.418 0.158
O 0.07295 -7.14910 -0.13871 -0.112 -0.329 0.142
C 0.13231 -7.11144 -2.54772 0.022 -0.175 -0.191
F 1.16784 -6.80816 -3.33424 0.106 0.046 -0.065
F -0.97318 -6.60580 -3.10597 -0.128 0.109 -0.028
F 0.01169 -8.43082 -2.51176 -0.025 -0.159 0.058
H 3.07177 -4.76637 -0.04967 -0.015 0.098 0.008
H 2.42988 -4.37488 1.55670 -0.051 0.044 -0.002
H 2.30282 -6.01803 0.91580 -0.053 0.014 0.059
H 0.89353 -3.54238 -0.20028 -0.045 -0.049 -0.225
H 0.09986 -4.81576 0.71377 -0.028 -0.209 -0.087
C -4.27261 3.88462 -0.59727 -0.094 0.207 -0.215
C -5.23203 2.73284 -0.40317 0.527 -0.082 0.228
O -6.59666 3.14196 -0.62697 -0.168 -0.043 0.079
C -6.98812 3.18424 -1.88860 0.285 -0.081 0.348
O -6.33196 2.91779 -2.84785 0.006 -0.025 -0.376
C -8.46455 3.59777 -1.95363 -0.209 0.136 -0.080
F -8.71885 4.62664 -1.14273 -0.007 0.096 0.089
F -9.24313 2.57550 -1.58390 -0.046 -0.148 0.072
F -8.80049 3.94912 -3.18734 0.006 0.019 -0.171
H -4.55196 4.72594 0.03822 0.030 -0.058 0.087
H -3.26038 3.57174 -0.34408 -0.120 0.020 0.022
H -4.28378 4.23599 -1.62955 0.004 -0.081 -0.022
H -5.19908 2.38150 0.62557 -0.183 0.047 0.025
H -4.98735 1.89102 -1.04917 -0.119 0.055 -0.131
```
Forces are in eV/Å.

***

Record 3
Below is C20H25FN2O4S in the gas phase, with properties calculated with the ωB97M-V functional and the def2-TZVPD basis.

Results
SMILES = CC(C)CCNC(=O)COc1ccc(N(C)S(=O)(=O)c2ccc(F)cc2)cc1
relative energy (zero: lowest compared OMol25 entry of this formula, charge and spin) = 0.145 eV

```
53
Properties=species:S:1:pos:R:3:forces:R:3
C 3.10765 0.41221 0.12891 -0.042 -0.143 0.298
H 3.14338 0.28813 -0.95220 0.013 -0.006 -0.180
H 3.91896 1.07368 0.42375 0.107 0.114 -0.020
H 2.16285 0.88015 0.39444 0.018 0.071 -0.047
C 3.24504 -0.94364 0.81952 -0.025 -0.018 -0.381
C 4.56127 -1.60849 0.42047 -0.194 0.098 0.261
H 4.55358 -1.86370 -0.63753 0.013 -0.046 -0.162
H 4.73824 -2.51337 0.99567 0.100 -0.140 0.012
H 5.39131 -0.92903 0.60012 0.137 0.030 -0.002
C 2.03221 -1.81201 0.47005 0.190 -0.031 0.394
H 2.01323 -1.98472 -0.61004 -0.035 0.047 -0.120
H 1.12801 -1.25775 0.73377 -0.083 -0.045 -0.046
C 2.01516 -3.15951 1.19263 0.141 0.170 -0.011
N 0.76138 -3.84290 0.96528 0.137 -0.060 -0.394
C -0.09234 -4.17791 1.94611 -0.266 -0.230 -0.430
O 0.15906 -4.12848 3.13079 -0.067 0.014 0.393
C -1.45210 -4.67188 1.42494 0.006 -0.060 0.369
O -1.81996 -4.09903 0.18845 -0.019 0.052 -0.241
C -1.94751 -2.73872 0.12241 -0.097 0.297 -0.109
C -2.17799 -2.21343 -1.14982 -0.008 -0.207 0.160
C -2.26192 -0.85088 -1.33839 0.030 0.094 0.177
C -2.13554 0.01305 -0.25483 0.155 -0.578 0.227
C -1.94852 -0.50979 1.01541 -0.166 -0.024 -0.241
C -1.84301 -1.87642 1.20791 -0.053 -0.308 0.018
H -1.67268 -2.24857 2.20499 0.020 -0.058 0.129
H -1.86462 0.16202 1.85511 -0.005 -0.043 0.161
N -2.15545 1.41216 -0.47797 0.729 0.448 0.429
S -1.13475 2.32831 0.49209 0.116 0.384 -0.726
O 0.05331 1.56396 0.72444 -0.024 -0.096 -0.142
O -1.83388 2.88118 1.61680 -0.195 0.104 -0.141
C -0.74321 3.64756 -0.65528 -0.241 -0.382 0.510
C -1.26315 4.91384 -0.46562 -0.007 -0.046 0.087
C -0.96372 5.91674 -1.37226 0.142 0.011 -0.196
C -0.14461 5.61118 -2.44684 -0.094 -0.064 0.145
C 0.38628 4.34537 -2.64148 -0.040 0.086 0.029
C 0.07807 3.35336 -1.72771 0.071 0.055 -0.081
H 0.47102 2.35418 -1.82263 0.107 -0.122 -0.122
H 1.02495 4.15744 -3.48971 0.061 -0.010 -0.076
F 0.14705 6.57816 -3.33413 -0.018 -0.091 0.079
H -1.34879 6.91745 -1.25797 -0.026 0.091 0.000
H -1.88771 5.09630 0.39453 -0.090 0.097 0.073
C -3.44372 2.03300 -0.70008 -0.418 0.340 0.075
H -3.97605 2.19119 0.24334 -0.085 -0.029 -0.084
H -4.04117 1.39774 -1.35088 0.078 0.029 -0.024
H -3.28382 2.99716 -1.18241 -0.172 0.023 -0.062
H -2.41689 -0.44659 -2.32696 0.024 0.053 -0.130
H -2.27096 -2.89604 -1.98001 -0.003 -0.074 -0.102
H -1.39185 -5.74796 1.23734 -0.005 0.142 0.079
H -2.20976 -4.49727 2.19750 0.155 0.037 -0.064
H 0.44329 -3.90630 0.00935 -0.119 -0.006 0.145
H 2.83474 -3.79598 0.84425 0.003 0.077 0.140
H 2.10710 -3.02315 2.27226 0.072 -0.040 -0.086
H 3.24854 -0.78203 1.90212 -0.028 -0.008 0.028
```
Forces are in eV/Å.

***

Record 4
Below is C20H25N3O in the gas phase, with properties calculated with the ωB97M-V functional and the def2-TZVPD basis.

Results
SMILES = Cc1ccccc1NC(=O)CN1CCN(Cc2ccccc2)CC1
relative energy (zero: lowest compared OMol25 entry of this formula, charge and spin) = 0.744 eV

```
49
Properties=species:S:1:pos:R:3:forces:R:3
C -1.06872 -2.19683 0.61872 0.090 -0.076 -0.029
C 0.24439 -2.62150 0.02745 -0.027 0.026 -0.071
C 1.07064 -3.50372 0.70458 0.051 0.021 -0.046
C 2.26659 -3.93661 0.15676 0.105 -0.099 0.038
C 2.64695 -3.49181 -1.09661 -0.007 -0.022 0.112
C 1.84634 -2.60244 -1.78925 0.031 0.083 -0.159
C 0.65390 -2.15610 -1.23107 0.287 -0.320 0.024
N -0.15541 -1.22068 -1.88006 -0.251 -0.111 0.540
C -0.11817 -0.76184 -3.15166 -0.284 0.281 -0.154
O 0.57850 -1.17120 -4.05367 0.150 -0.075 -0.175
C -1.14436 0.37254 -3.33857 0.106 0.072 -0.027
N -1.29801 1.07703 -2.09043 -0.330 0.152 -0.504
C -0.24222 2.03353 -1.83038 0.088 -0.011 0.073
C -0.44938 2.60870 -0.42144 0.050 -0.017 -0.072
N -1.26371 1.66505 0.32013 -0.045 0.151 0.311
C -2.62401 1.69048 -0.18483 -0.103 -0.046 0.044
C -2.58682 1.61251 -1.72598 -0.066 0.058 0.060
H -2.75981 2.61017 -2.16428 -0.019 -0.079 -0.011
H -3.37419 0.94869 -2.08631 0.023 0.066 -0.016
H -3.14965 0.82442 0.22746 -0.035 0.048 0.004
H -3.16587 2.60068 0.12994 0.034 -0.066 0.000
C -1.17919 1.82797 1.75487 -0.097 -0.015 -0.066
C 0.15447 1.38461 2.30577 0.017 0.038 0.043
C 1.00175 0.55621 1.58184 -0.027 0.057 0.037
C 2.19549 0.11880 2.12791 0.091 -0.059 0.013
C 2.56082 0.50920 3.40432 0.089 -0.041 0.029
C 1.72701 1.34377 4.12977 0.003 0.018 0.104
C 0.53240 1.77745 3.58396 -0.021 -0.004 -0.060
H -0.11680 2.42607 4.15591 -0.064 0.084 0.055
H 2.00733 1.65767 5.12475 0.025 0.022 0.078
H 3.49162 0.16790 3.83250 0.080 -0.025 0.029
H 2.83603 -0.53304 1.55202 0.062 -0.065 -0.058
H 0.72908 0.25777 0.58288 -0.057 -0.061 -0.140
H -1.95861 1.20151 2.20596 -0.012 0.092 -0.039
H -1.38072 2.86942 2.06841 -0.024 -0.095 0.014
H 0.50890 2.73301 0.08319 -0.040 0.060 -0.043
H -0.93550 3.59903 -0.47251 0.039 -0.037 0.051
H -0.23019 2.84576 -2.57849 0.010 -0.101 0.027
H 0.71195 1.50442 -1.89209 0.044 0.040 0.000
H -2.09399 -0.08929 -3.62246 0.033 0.027 0.001
H -0.81594 1.00970 -4.17319 0.016 -0.147 0.049
H -0.80259 -0.70083 -1.29140 0.171 0.074 -0.153
H 2.13265 -2.24959 -2.76623 0.005 0.019 -0.057
H 3.57184 -3.83233 -1.53763 0.074 -0.021 -0.046
H 2.89277 -4.62470 0.70494 0.047 -0.064 0.044
H 0.76933 -3.86242 1.67866 -0.058 -0.015 0.088
H -1.88873 -2.45136 -0.05324 -0.123 0.025 -0.021
H -1.09619 -1.12309 0.80311 -0.085 0.153 0.025
H -1.23196 -2.70469 1.56596 -0.043 0.005 0.053
```
Forces are in eV/Å.

***

Number 1: HOMO level -11.8 eV, HOMO-LUMO gap 0.257 hartree. Number 2: HOMO level -10.7 eV, HOMO-LUMO gap 0.382 hartree. Number 3: HOMO level -8.6 eV, HOMO-LUMO gap 0.334 hartree. Number 4: HOMO level -8.2 eV, HOMO-LUMO gap 0.328 hartree.